Entry 1:
{"formula": "C29H34BF34O12P2", "method": "wB97M-V/def2-TZVPD", "symbols": ["F", "H", "O", "O", "C", "O", "F", "C", "F", "C", "F", "H", "H", "F", "F", "O", "F", "H", "H", "F", "F", "O", "H", "F", "H", "C", "F", "H", "F", "F", "C", "F", "F", "H", "C", "C", "C", "C", "H", "H", "F", "F", "F", "C", "F", "C", "O", "H", "H", "C", "C", "C", "O", "C", "F", "H", "H", "C", "O", "H", "F", "C", "F", "C", "C", "F", "F", "F", "H", "C", "F", "F", "H", "O", "O", "P", "F", "C", "B", "C", "C", "P", "H", "H", "H", "H", "F", "H", "F", "O", "H", "C", "F", "H", "H", "H", "H", "H", "F", "H", "H", "C", "O", "C", "H", "C", "C", "H", "F", "H", "C", "F"], "xyz": [[-4.163, -2.212, -1.610], [0.504, 1.195, 6.221], [5.038, 1.067, -0.992], [4.436, 5.796, 5.795], [4.230, 7.060, 6.264], [-2.588, -2.811, -4.619], [-1.316, 1.235, 7.062], [-1.028, 1.448, 2.072], [-0.779, 1.656, 0.745], [2.805, -2.793, 4.973], [-3.190, -4.817, -5.274], [2.519, 6.466, 2.368], [0.089, 3.208, 2.159], [-5.983, 1.593, -5.230], [-3.458, -4.309, -3.176], [-0.292, -3.145, 1.027], [-7.499, -1.154, -10.762], [2.191, -4.988, 1.364], [-0.952, -1.818, -4.075], [0.840, 5.535, 2.912], [-5.785, -4.351, -4.571], [4.160, -2.915, 0.006], [4.884, 4.557, 4.312], [2.915, 8.385, 7.691], [-7.366, 1.394, -10.720], [3.609, -5.563, -0.163], [6.979, -2.505, 1.715], [4.626, -5.327, -0.480], [-3.562, -0.230, -0.924], [-0.381, 3.571, 6.007], [6.133, -3.609, 1.805], [-5.255, 1.555, -7.838], [-5.276, -2.288, -4.045], [4.503, -3.758, 3.191], [4.283, 5.457, 4.430], [-7.319, -0.464, -9.594], [-0.815, 2.576, 5.202], [3.635, -3.380, 1.244], [-1.424, -3.010, -2.890], [-4.936, -3.072, -5.854], [-0.881, 0.207, 5.177], [3.071, 4.068, 3.028], [3.362, -1.204, -1.373], [-2.438, -1.075, -2.801], [-0.188, 0.479, 2.493], [3.266, -4.889, 1.163], [3.003, -1.170, 1.031], [3.785, -5.417, 1.970], [3.714, -2.777, 5.571], [-4.907, -3.349, -4.798], [-7.881, 0.935, -9.873], [4.754, -3.183, 2.298], [0.661, -1.301, -0.468], [2.442, -2.398, 1.429], [-7.497, 0.519, -6.392], [-5.532, -1.542, -9.692], [-6.093, -0.403, -5.308], [-3.105, -1.385, -1.463], [5.809, 0.393, 1.317], [-1.528, 3.460, 2.773], [1.937, 6.677, 6.731], [-3.492, -3.807, -4.419], [2.196, 4.497, 4.990], [2.599, -1.941, 3.959], [-0.689, 2.764, 2.778], [1.758, 7.134, 4.090], [-7.767, 1.729, -8.792], [4.041, 7.951, 5.276], [0.975, -1.477, 2.655], [-6.224, 0.474, -5.945], [-2.131, 2.774, 4.997], [-3.303, -0.396, -3.594], [2.079, -3.564, 5.227], [-5.463, -0.688, -7.905], [1.280, -3.700, -0.886], [1.043, -2.722, 0.182], [-8.056, -1.070, -8.643], [-2.464, 0.928, 2.128], [3.924, -1.473, -0.096], [-5.825, -0.584, -9.265], [-5.242, 0.416, -7.121], [5.514, -0.270, -0.158], [4.713, 6.213, 3.772], [-2.386, -1.839, -0.777], [2.918, -5.269, -0.950], [5.925, 1.342, 1.188], [5.349, 7.433, 6.932], [-3.157, 1.641, 1.674], [-9.195, 0.819, -10.174], [-0.090, 2.656, 4.049], [4.081, 1.171, -0.919], [3.085, 7.105, 7.287], [-2.512, -0.233, 1.430], [-5.245, 0.182, -9.782], [6.105, -4.116, 0.840], [1.178, -3.199, 3.005], [3.531, -6.651, -0.041], [6.599, -4.267, 2.549], [-2.848, 0.671, 3.393], [-0.918, -2.413, 1.074], [4.807, -2.133, 2.601], [2.880, 5.041, 3.965], [6.736, -0.795, -0.802], [-1.814, -2.250, -3.569], [0.548, -0.604, 0.194], [2.021, 6.099, 3.268], [1.718, -2.273, 2.789], [3.093, -0.972, 3.987], [-4.010, 0.288, -6.588], [3.329, 6.479, 8.147], [-0.550, 1.261, 5.946], [-1.408, -0.238, -2.507]], "forces_ev_per_a": [[0.02, 0.00, -0.07], [0.00, 0.00, 0.00], [-0.16, 0.19, 0.36], [-0.48, -0.04, 0.13], [0.22, -0.06, -0.09], [-0.39, 0.28, 0.04], [0.01, -0.01, 0.01], [0.18, -0.01, 0.16], [-0.08, -0.01, -0.05], [-0.23, 0.25, -0.14], [0.00, -0.06, 0.03], [-0.01, 0.01, 0.00], [0.00, -0.02, 0.02], [0.01, 0.02, -0.03], [-0.02, 0.02, 0.02], [0.09, 0.42, -0.10], [0.03, 0.05, -0.06], [0.10, -0.18, -0.03], [-0.01, -0.01, -0.01], [0.01, 0.03, 0.01], [0.02, 0.00, 0.00], [-0.01, 0.39, 0.33], [-0.01, -0.01, 0.02], [0.00, 0.00, 0.02], [0.02, 0.01, 0.02], [-0.10, -0.35, 0.04], [-0.09, -0.09, -0.12], [-0.07, 0.02, 0.01], [-0.10, 0.07, -0.19], [-0.11, 0.04, 0.19], [0.07, -0.17, 0.43], [-0.04, 0.02, 0.01], [-0.06, -0.04, -0.06], [0.02, 0.11, 0.00], [0.49, -0.10, -0.24], [-0.05, -0.09, 0.32], [0.10, 0.34, -0.18], [0.52, -0.22, -0.54], [-0.14, 0.02, 0.09], [0.01, 0.02, 0.01], [-0.04, 0.03, 0.04], [-0.01, 0.04, -0.09], [-0.12, 0.19, 0.21], [-0.07, -0.05, -0.32], [0.02, -0.08, -0.07], [-0.12, 0.31, -0.09], [-0.17, 0.27, 0.12], [-0.09, 0.08, 0.00], [-0.44, 0.62, 0.44], [-0.06, -0.02, -0.09], [-0.05, 0.00, -0.11], [-0.43, -0.02, 0.17], [-0.57, -0.06, 0.70], [-0.33, 0.18, 0.05], [0.04, 0.03, -0.03], [-0.01, -0.01, 0.02], [0.03, 0.02, 0.01], [0.08, 0.01, 0.24], [-0.22, 0.15, -0.14], [-0.13, -0.16, 0.06], [0.01, 0.04, 0.01], [0.23, -0.04, -0.02], [0.00, 0.03, -0.01], [0.06, -0.34, 0.54], [0.14, 0.52, -0.21], [-0.01, -0.02, -0.02], [0.00, -0.01, -0.01], [-0.04, 0.02, 0.00], [0.03, -0.16, 0.04], [-0.02, -0.07, 0.19], [-0.02, -0.08, 0.00], [0.00, -0.02, 0.02], [0.42, -0.44, -0.60], [-0.50, 0.03, 0.19], [-0.22, 0.07, 0.21], [0.43, -0.80, -0.97], [-0.01, 0.01, -0.05], [-0.11, 0.03, -0.10], [-0.16, -0.58, -0.30], [0.45, -0.13, -0.30], [0.23, -0.07, -0.11], [0.60, -0.48, -0.28], [-0.16, 0.09, 0.01], [0.03, 0.00, -0.02], [0.13, 0.15, 0.06], [0.09, -0.02, 0.09], [0.01, 0.06, -0.02], [0.00, -0.02, -0.02], [0.01, 0.01, 0.00], [-0.03, -0.55, 0.03], [0.00, -0.10, -0.14], [-0.01, -0.02, 0.05], [0.08, -0.11, 0.19], [-0.13, 0.11, 0.04], [0.01, 0.21, -0.03], [0.07, 0.05, -0.08], [0.04, 0.10, 0.00], [-0.03, -0.03, -0.14], [0.04, 0.03, -0.02], [-0.02, -0.06, 0.19], [0.12, -0.06, -0.12], [-0.03, -0.07, 0.31], [-0.11, 0.19, 0.14], [0.52, -0.17, 0.02], [0.32, 0.15, -0.14], [0.00, -0.02, -0.12], [-0.13, 0.50, 0.49], [0.55, -0.35, -0.60], [0.03, 0.05, -0.02], [0.01, 0.00, 0.00], [0.08, -0.03, 0.04], [-0.05, 0.05, 0.08]], "total_charge": -1, "homo_energy_ev": -5.744, "homo_lumo_gap_ev": 7.45, "relative_energy_kcal_mol": 0.0, "e_tot_ev": -166853.177}


Entry 2:
{"formula": "C5H10FO4P", "method": "wB97M-V/def2-TZVPD", "symbols": ["H", "C", "F", "O", "P", "C", "H", "C", "O", "C", "O", "C", "H", "H", "H", "H", "H", "H", "H", "H", "O"], "xyz": [[-1.938, -0.338, 0.671], [-0.013, 1.467, -0.580], [-0.809, 0.244, -2.312], [2.090, -2.511, 1.006], [1.279, -1.204, 1.296], [-0.483, 0.076, -0.916], [-2.668, -0.166, -1.007], [0.715, -0.881, -0.705], [0.426, -2.185, -1.113], [-1.831, -0.510, -0.352], [-0.051, -1.424, 1.961], [0.045, 2.063, 0.934], [0.946, -2.697, -0.444], [-0.859, 2.040, 1.513], [-0.677, 2.209, -1.114], [-1.822, -1.607, -0.435], [0.936, 1.441, -1.016], [1.529, -0.659, -1.313], [0.879, 1.501, 1.346], [0.244, 3.101, 0.863], [2.061, 0.039, 1.718]], "forces_ev_per_a": [[-0.29, 0.65, 1.65], [-3.08, 2.23, 2.06], [0.31, -0.41, -0.94], [-0.74, 1.24, 0.22], [0.69, -0.06, -1.95], [-0.47, -1.54, 1.10], [0.47, 0.17, 0.73], [-1.79, -0.12, 2.31], [-0.55, -1.82, -0.12], [0.79, -0.23, -2.17], [-0.39, 0.00, 0.47], [0.60, -1.83, -2.24], [-0.16, -0.13, -0.24], [-0.62, -0.80, 0.12], [0.65, -0.82, 0.01], [0.34, 0.32, -0.17], [1.77, 0.77, -0.46], [1.74, 1.72, -0.94], [-0.08, 0.14, 0.93], [0.66, 1.26, -0.34], [0.15, -0.74, -0.03]], "total_charge": -2, "homo_energy_ev": -0.002, "homo_lumo_gap_ev": 6.50, "relative_energy_kcal_mol": 0.0, "e_tot_ev": -25544.512}


Entry 3:
{"formula": "C44H60BaGeIN4O4S2", "method": "wB97M-V/def2-TZVPD", "symbols": ["C", "C", "H", "H", "H", "C", "H", "H", "H", "N", "H", "H", "H", "H", "C", "I", "C", "H", "H", "C", "C", "C", "C", "C", "H", "H", "C", "H", "H", "H", "H", "C", "C", "Ba", "N", "C", "C", "C", "C", "C", "C", "H", "H", "H", "N", "C", "H", "C", "H", "H", "C", "C", "C", "H", "C", "H", "C", "C", "C", "H", "H", "H", "H", "H", "H", "C", "H", "C", "H", "O", "O", "C", "H", "C", "H", "H", "H", "H", "C", "S", "H", "H", "N", "Ge", "H", "C", "H", "H", "H", "H", "C", "C", "H", "O", "H", "C", "H", "H", "H", "C", "C", "C", "C", "H", "H", "C", "H", "C", "H", "H", "O", "S", "H", "C", "H", "H", "H"], "xyz": [[-4.797, 4.927, -0.449], [-4.715, -2.974, -1.092], [0.241, -0.883, 3.703], [-5.107, -0.683, 0.393], [-0.389, -4.984, -1.020], [0.886, 0.097, -3.883], [0.822, -1.861, 2.374], [4.199, 5.888, 0.398], [-3.116, -4.454, 2.411], [1.535, 1.539, -2.246], [4.151, 2.381, -3.223], [1.872, 0.958, 0.365], [-3.233, -4.173, 4.153], [4.340, 4.032, -1.175], [-2.659, -3.936, 3.254], [-2.636, 3.290, -1.802], [2.244, 1.472, 3.719], [-3.098, -2.099, -3.139], [-4.687, -2.108, 3.622], [5.228, -2.120, -3.751], [2.029, 0.180, 1.110], [1.764, -2.388, -1.628], [2.429, 3.177, -0.713], [-2.768, 1.566, 2.428], [-4.887, 5.415, -1.409], [2.883, 0.985, -5.487], [-2.091, -1.777, 4.313], [7.280, -1.402, -6.340], [0.278, 4.556, 1.538], [2.865, 0.024, -6.970], [-4.897, -3.234, -0.049], [2.860, -0.033, -5.881], [-5.579, 4.694, 1.829], [-0.913, 0.297, -0.267], [3.104, 0.316, 3.292], [3.458, 4.115, -0.554], [6.386, -1.421, -5.729], [2.574, 2.134, -1.762], [-3.876, 3.937, -0.263], [-4.555, 2.954, 3.286], [3.376, 0.404, 1.818], [-3.640, 1.396, 4.411], [2.591, -3.027, -1.947], [-5.679, -2.939, -1.603], [1.848, 0.794, -3.375], [4.074, -0.789, -5.401], [0.080, 1.456, 3.510], [1.193, 4.437, 0.967], [3.796, 1.390, 1.618], [-4.393, 0.453, -0.763], [0.820, -3.172, -0.723], [1.245, 3.332, 0.075], [5.238, -0.775, -6.165], [-0.475, -3.795, -2.337], [-3.768, 3.295, 0.994], [-5.846, -0.448, -1.201], [-2.868, 2.271, 1.291], [1.020, -0.958, 2.950], [-3.665, 1.937, 3.473], [-4.121, -3.771, -1.541], [-4.459, -2.395, 1.894], [4.046, 0.785, -2.537], [2.817, 2.383, 3.551], [-4.024, -0.832, 2.581], [2.305, -4.564, 0.046], [2.230, 5.336, 1.091], [5.243, -0.254, -7.116], [-2.618, -2.419, 3.028], [1.225, -2.049, -2.510], [-1.743, -2.068, 1.966], [-2.767, -1.576, -0.540], [0.182, -4.257, -1.597], [2.137, 6.173, 1.775], [-4.898, -0.512, -0.663], [2.382, -1.077, 4.693], [4.730, 2.112, -1.572], [2.160, -3.071, 0.982], [-2.075, 0.741, 2.562], [-5.646, 5.311, 0.613], [1.247, -0.710, -5.428], [3.058, -1.780, 3.210], [-4.715, -1.379, -3.268], [0.923, 0.200, 2.071], [-1.877, -3.018, 0.298], [7.280, -2.604, -4.177], [2.422, -0.989, 3.608], [-2.773, -1.965, 5.144], [0.906, -4.320, 1.110], [-1.989, -0.695, 4.198], [5.215, -2.652, -2.807], [-4.018, -1.622, -1.238], [6.387, -2.095, -4.517], [-1.119, -2.200, 4.578], [-0.146, -2.277, -0.149], [2.189, -1.505, -1.144], [0.958, 1.428, 2.864], [2.062, 1.352, 4.786], [4.114, -0.362, 1.580], [0.912, 2.278, 2.193], [4.083, -1.473, -4.190], [3.385, 5.179, 0.328], [-4.034, -1.906, 2.769], [1.595, -3.824, 0.422], [3.179, -1.491, -3.599], [-3.319, -0.373, -2.865], [-3.773, -1.354, -2.716], [-1.644, -4.323, 3.377], [3.961, 1.841, -2.292], [0.971, -4.789, -2.134], [-6.245, 4.982, 2.633], [0.273, 2.486, 0.058], [-0.708, -0.260, -3.353], [-6.367, 6.100, 0.444], [-4.641, 3.658, 2.054], [2.013, -0.792, 0.619], [3.987, 0.362, 3.793], [-5.232, 3.232, 4.084]], "forces_ev_per_a": [[0.01, 0.00, -0.02], [-0.02, 0.01, -0.04], [0.04, 0.01, 0.01], [0.01, -0.01, 0.03], [0.01, 0.01, 0.02], [0.08, 0.07, -0.04], [0.00, 0.00, 0.01], [0.00, 0.00, 0.00], [-0.01, 0.00, 0.00], [0.03, -0.10, 0.09], [0.00, 0.03, 0.01], [0.02, -0.02, -0.02], [0.00, 0.00, 0.00], [0.01, 0.01, 0.00], [0.01, 0.02, 0.00], [0.02, -0.05, -0.10], [0.00, 0.03, 0.03], [0.01, 0.00, 0.01], [0.00, 0.00, 0.00], [0.00, 0.00, 0.00], [0.00, -0.08, -0.02], [0.00, 0.06, 0.05], [-0.03, -0.07, -0.04], [-0.04, 0.09, 0.17], [0.01, 0.00, 0.00], [0.00, 0.00, -0.01], [-0.02, -0.01, 0.05], [0.00, 0.00, 0.00], [-0.01, 0.00, -0.01], [0.00, -0.01, 0.00], [0.01, 0.01, 0.05], [0.04, 0.01, 0.02], [0.00, 0.01, 0.00], [0.16, 0.02, -0.64], [0.02, -0.04, 0.01], [-0.01, -0.01, 0.00], [0.01, 0.00, -0.01], [-0.03, 0.09, 0.04], [-0.06, 0.05, 0.04], [-0.03, 0.03, 0.02], [0.00, 0.02, -0.02], [0.00, 0.00, 0.00], [-0.01, -0.01, 0.01], [0.00, -0.01, 0.00], [-0.10, -0.05, -0.04], [0.00, 0.00, 0.02], [0.01, 0.00, 0.01], [0.01, 0.01, 0.00], [-0.03, 0.01, 0.01], [0.00, 0.00, 0.00], [-0.01, 0.01, 0.09], [0.02, 0.00, 0.04], [0.00, 0.00, 0.00], [-0.01, 0.01, 0.01], [0.03, -0.06, 0.10], [0.00, -0.01, 0.00], [0.02, -0.09, -0.25], [0.08, -0.02, 0.01], [0.04, -0.04, -0.02], [0.01, 0.01, 0.00], [-0.01, -0.01, -0.05], [0.00, 0.00, 0.00], [0.00, 0.00, -0.01], [0.00, -0.01, -0.01], [0.00, 0.00, 0.01], [0.03, 0.00, 0.00], [0.00, 0.00, 0.00], [0.03, -0.02, 0.07], [-0.02, 0.02, -0.04], [-0.03, -0.01, -0.09], [-0.19, 0.10, -0.06], [0.01, 0.01, -0.01], [0.00, 0.00, 0.00], [0.02, -0.01, 0.00], [0.00, -0.02, 0.00], [0.01, -0.01, 0.01], [0.00, 0.00, -0.01], [-0.01, -0.02, 0.01], [-0.01, 0.00, 0.00], [-0.03, -0.01, 0.06], [0.01, 0.01, -0.01], [0.00, 0.00, -0.01], [0.06, 0.13, 0.07], [0.10, 0.03, 0.33], [0.00, 0.00, 0.00], [-0.03, -0.01, 0.00], [0.00, 0.01, 0.00], [0.00, 0.00, 0.00], [0.01, 0.01, -0.02], [0.00, 0.00, 0.00], [0.01, -0.01, 0.06], [0.01, 0.00, 0.00], [0.00, -0.01, 0.00], [-0.09, -0.19, -0.14], [-0.01, -0.04, -0.01], [0.00, -0.03, 0.05], [-0.01, 0.00, -0.01], [0.01, 0.02, -0.03], [-0.03, 0.01, -0.04], [-0.01, 0.02, -0.03], [0.00, 0.01, 0.01], [-0.01, 0.00, -0.01], [0.04, -0.05, -0.01], [0.03, 0.00, -0.02], [-0.03, 0.02, 0.00], [-0.01, -0.01, -0.02], [0.00, 0.00, 0.00], [-0.01, 0.00, -0.02], [-0.01, -0.02, -0.01], [0.00, 0.00, 0.00], [-0.09, -0.01, 0.24], [-0.04, 0.14, -0.01], [0.00, 0.00, 0.01], [0.00, 0.00, -0.01], [-0.02, 0.03, 0.04], [-0.01, -0.01, 0.01], [0.00, 0.00, 0.00]], "homo_energy_ev": [-6.569, -6.568], "homo_lumo_gap_ev": [5.73, 5.54], "relative_energy_kcal_mol": 11.9, "spin_multiplicity": 2, "e_tot_ev": -147734.308}